{
  "formula": "CH5OPS",
  "method": "ωB97M-V/def2-TZVPD",
  "species": ["C", "O", "P", "S", "H", "H", "H", "H", "H"],
  "positions_angstrom": [[-1.643, 0.446, 0.033], [1.313, -0.069, 1.123], [2.199, -0.119, -0.045], [-0.967, -1.042, 0.697], [-1.910, 0.193, -0.984], [-0.648, 1.049, -0.161], [-2.410, 0.989, 0.627], [2.718, -1.444, -0.035], [1.348, -0.004, -1.255]],
  "multiplicity": 1,
  "homo_lumo_gap_ev": [6.94, 7.51]
}

***

{
  "formula": "C4H4O3",
  "method": "ωB97M-V/def2-TZVPD",
  "species": ["C", "C", "O", "C", "O", "C", "O", "H", "H", "H", "H"],
  "positions_angstrom": [[0.274, 0.212, -1.755], [0.240, 0.733, -0.311], [0.570, 1.830, 0.075], [-0.194, -0.389, 0.650], [-0.391, -1.476, 0.156], [-0.365, -0.361, 2.169], [-0.830, 0.537, 2.818], [0.519, -0.856, -1.861], [1.005, 0.801, -2.301], [-0.715, 0.331, -2.221], [-0.114, -1.361, 2.580]],
  "multiplicity": 1,
  "homo_lumo_gap_ev": 8.60,
  "smiles": "CC(=O)C(=O)C=O"
}

***

{
  "formula": "C15H16BN2O4S",
  "method": "ωB97M-V/def2-TZVPD",
  "species": ["C", "N", "C", "B", "O", "C", "C", "C", "C", "C", "C", "S", "C", "C", "C", "C", "C", "C", "N", "H", "H", "H", "H", "H", "H", "H", "H", "H", "H", "H", "H", "H", "H", "H", "C", "O", "O", "O", "H"],
  "positions_angstrom": [[-2.857, -1.828, -1.000], [-1.719, -1.629, -1.927], [-1.681, -0.202, -2.245], [-0.544, -2.089, -1.186], [-0.055, -3.299, -1.558], [0.169, -1.261, -0.028], [-0.107, -1.421, 1.329], [0.538, -0.641, 2.281], [1.465, 0.320, 1.914], [1.735, 0.470, 0.555], [1.114, -0.300, -0.413], [2.918, 1.733, 0.115], [2.414, 2.972, 1.288], [2.366, 4.314, 0.947], [1.937, 5.228, 1.903], [1.591, 4.787, 3.175], [1.641, 3.443, 3.511], [2.061, 2.522, 2.561], [2.149, 1.126, 2.885], [-2.818, -2.859, -0.642], [-2.762, -1.177, -0.118], [-3.798, -1.661, -1.515], [-0.707, 0.068, -2.655], [-1.832, 0.434, -1.358], [-2.433, 0.063, -2.987], [-0.277, -3.422, -2.506], [-0.823, -2.165, 1.645], [0.326, -0.758, 3.335], [1.340, -0.161, -1.459], [2.656, 4.642, -0.038], [1.859, 6.279, 1.670], [1.274, 5.508, 3.915], [1.356, 3.084, 4.488], [3.137, 0.888, 2.790], [-2.442, -4.535, -4.155], [-1.770, -3.471, -4.076], [-2.437, -5.292, -2.947], [-3.101, -5.003, -5.081], [-1.881, -4.710, -2.414]],
  "multiplicity": 1,
  "homo_lumo_gap_ev": 6.66,
  "charge": -1
}

***

{
  "formula": "C44H88O31",
  "method": "ωB97M-V/def2-TZVPD",
  "species": ["C", "C", "O", "C", "O", "O", "C", "H", "H", "H", "H", "H", "H", "H", "H", "C", "C", "O", "C", "O", "O", "C", "H", "H", "H", "H", "H", "H", "H", "H", "C", "C", "O", "C", "O", "O", "C", "H", "H", "H", "H", "H", "H", "H", "H", "C", "C", "O", "C", "O", "O", "C", "H", "H", "H", "H", "H", "H", "H", "H", "C", "C", "O", "C", "O", "O", "C", "H", "H", "H", "H", "H", "H", "H", "H", "C", "C", "O", "C", "O", "O", "C", "H", "H", "H", "H", "H", "H", "H", "H", "C", "C", "O", "C", "O", "O", "C", "H", "H", "H", "H", "H", "H", "H", "H", "C", "C", "O", "C", "O", "O", "C", "H", "H", "H", "H", "H", "H", "H", "H", "C", "C", "O", "C", "O", "O", "C", "H", "H", "H", "H", "H", "H", "H", "H", "C", "C", "O", "C", "O", "O", "C", "H", "H", "H", "H", "H", "H", "H", "H", "C", "C", "C", "O", "C", "H", "H", "H", "H", "H", "H", "H", "H"],
  "positions_angstrom": [[-12.700, -2.766, 4.659], [-11.934, -1.367, 4.688], [-10.667, -1.452, 4.064], [-9.634, -2.060, 4.697], [-9.649, -2.606, 5.797], [-8.514, -2.059, 3.915], [-7.345, -2.618, 4.386], [-12.743, -3.158, 3.643], [-13.717, -2.551, 4.989], [-12.367, -3.537, 5.353], [-11.932, -0.987, 5.710], [-12.522, -0.641, 4.126], [-7.113, -2.141, 5.338], [-6.466, -2.389, 3.783], [-7.457, -3.693, 4.529], [7.994, -1.158, 2.835], [7.745, -0.379, 1.610], [7.519, -1.238, 0.523], [8.398, -1.445, -0.432], [9.564, -1.014, -0.479], [7.859, -2.339, -1.319], [8.609, -2.779, -2.378], [8.908, -1.744, 2.738], [7.172, -1.825, 3.094], [8.045, -0.449, 3.662], [8.705, 0.135, 1.573], [6.984, 0.387, 1.756], [9.408, -3.377, -1.940], [9.063, -2.044, -3.041], [7.895, -3.358, -2.964], [-7.898, 3.698, 6.464], [-8.735, 4.922, 6.688], [-10.003, 4.546, 6.302], [-11.004, 5.412, 6.461], [-10.953, 6.501, 7.059], [-12.089, 4.806, 5.867], [-13.463, 5.348, 6.011], [-7.957, 3.377, 5.424], [-8.280, 2.900, 7.101], [-6.863, 3.936, 6.706], [-8.295, 5.779, 6.178], [-8.814, 5.135, 7.754], [-14.175, 4.537, 5.863], [-13.678, 6.148, 5.302], [-13.523, 5.910, 6.943], [-8.329, 2.312, -1.718], [-9.649, 2.096, -2.415], [-9.263, 1.987, -3.781], [-10.092, 1.547, -4.830], [-11.296, 1.393, -4.718], [-9.366, 1.246, -5.832], [-9.877, 0.591, -6.963], [-8.514, 2.729, -0.728], [-7.688, 3.046, -2.208], [-7.818, 1.358, -1.588], [-10.312, 2.948, -2.266], [-10.260, 1.265, -2.065], [-10.950, 0.411, -6.909], [-9.394, -0.380, -7.079], [-9.708, 1.259, -7.808], [-1.343, -7.731, 0.678], [-1.334, -8.239, 2.142], [-2.547, -8.829, 2.628], [-2.879, -9.994, 2.211], [-2.136, -10.819, 1.673], [-4.207, -10.140, 2.449], [-4.882, -11.329, 2.104], [-0.435, -7.157, 0.495], [-2.125, -6.976, 0.595], [-1.516, -8.455, -0.119], [-1.188, -7.436, 2.866], [-0.525, -8.969, 2.170], [-5.952, -11.122, 2.103], [-4.603, -12.072, 2.852], [-4.666, -11.675, 1.093], [-1.785, 4.008, -6.324], [-0.484, 4.516, -7.004], [0.616, 3.787, -6.577], [1.865, 4.094, -7.118], [2.045, 4.999, -7.881], [2.721, 3.216, -6.678], [4.015, 3.228, -7.125], [-1.873, 4.233, -5.261], [-2.026, 2.945, -6.353], [-2.641, 4.417, -6.859], [-0.333, 5.525, -6.620], [-0.405, 4.587, -8.089], [4.450, 4.206, -6.920], [4.123, 3.113, -8.203], [4.603, 2.465, -6.615], [5.420, -8.327, 0.780], [5.004, -9.452, -0.194], [5.901, -10.543, -0.149], [5.803, -11.605, 0.633], [6.661, -12.490, 0.664], [4.702, -11.576, 1.318], [4.197, -12.779, 1.857], [5.433, -8.717, 1.798], [4.765, -7.455, 0.764], [6.452, -8.063, 0.550], [5.000, -9.045, -1.205], [3.950, -9.718, -0.122], [4.200, -13.486, 1.028], [3.215, -12.549, 2.269], [4.808, -13.172, 2.670], [5.346, 5.964, 6.038], [3.997, 5.951, 6.774], [3.815, 4.567, 6.957], [2.679, 4.162, 7.674], [1.608, 4.787, 7.912], [2.892, 2.868, 7.985], [1.891, 2.189, 8.818], [5.293, 5.499, 5.054], [6.149, 5.468, 6.583], [5.788, 6.945, 5.866], [3.261, 6.264, 6.033], [3.874, 6.658, 7.595], [0.914, 2.400, 8.383], [1.855, 2.578, 9.836], [2.059, 1.114, 8.880], [3.165, -3.703, -6.678], [3.334, -2.940, -8.006], [4.692, -2.816, -8.487], [4.860, -2.060, -9.500], [4.040, -1.324, -10.064], [6.153, -2.178, -9.834], [6.718, -1.227, -10.676], [3.687, -3.256, -5.832], [3.597, -4.666, -6.950], [2.117, -3.946, -6.504], [2.958, -2.001, -7.598], [2.654, -3.418, -8.711], [7.772, -1.116, -10.424], [6.291, -0.224, -10.639], [6.610, -1.538, -11.715], [8.473, 7.647, -2.279], [9.059, 8.894, -1.583], [10.040, 9.545, -2.411], [10.447, 10.848, -2.219], [10.002, 11.530, -1.321], [11.435, 11.170, -3.133], [12.146, 12.388, -3.070], [9.340, 7.159, -2.724], [7.820, 7.882, -3.120], [7.840, 6.999, -1.672], [9.484, 8.452, -0.682], [8.305, 9.654, -1.378], [12.634, 12.390, -2.095], [11.482, 13.238, -3.229], [12.886, 12.365, -3.869], [1.254, 1.772, 0.106], [0.876, 2.369, 1.398], [-0.415, 1.589, 1.762], [-0.069, 0.256, 1.382], [0.720, 0.331, 0.114], [2.322, 1.798, -0.108], [0.723, 2.306, -0.682], [0.842, 3.457, 1.347], [1.594, 2.095, 2.170], [-1.280, 2.015, 1.252], [-0.600, 1.590, 2.836], [0.145, 0.162, -0.797], [1.501, -0.429, 0.130]],
  "multiplicity": 1,
  "homo_lumo_gap_ev": 10.08,
  "smiles": "CCOC(=O)OC.CCOC(=O)OC.CCOC(=O)OC.CCOC(=O)OC.CCOC(=O)OC.CCOC(=O)OC.CCOC(=O)OC.CCOC(=O)OC.CCOC(=O)OC.CCOC(=O)OC.C1CCOC1"
}

***

- Which formula does entry 2 have?
  C4H4O3

***

- Number 3 is which compound?
  C15H16BN2O4S